C36H53ClIrN6O4PS2 | wB97M-V/def2-TZVPD

The energy relative to the best compared isomer or geometry (same formula, charge and spin) is 0.0 kJ/mol. As for the largest force on an atom: 0.096 hartree/bohr. For the HOMO energy (alpha / beta), the calculation gives -0.205 / -0.276 hartree. The calculation puts the total energy at -101639.4944 eV. The molar mass is 956.6 g/mol.

Structure (ORCA input):
```
! wB97M-V def2-TZVPD RIJCOSX def2/J DEFGRID3
* xyz 0 5
Ir 9.278 12.186 13.180
O 7.634 9.396 17.414
C 7.886 10.638 17.907
C 7.842 10.760 19.320
C 8.050 12.044 19.831
C 8.510 13.107 19.032
C 8.540 12.930 17.640
C 8.101 11.761 17.088
C 8.119 11.663 15.616
O 8.333 12.756 14.987
N 7.883 10.523 14.978
N 7.786 10.601 13.613
C 6.986 9.873 12.910
S 6.359 10.343 11.320
C 6.001 8.648 10.751
C 5.477 7.843 11.971
S 6.566 8.214 13.357
H 7.784 9.442 16.447
H 7.544 9.926 19.951
H 7.888 12.185 20.927
H 8.952 13.995 19.499
H 8.919 13.781 17.048
H 6.887 8.160 10.287
H 5.212 8.747 9.957
H 5.462 6.775 11.848
H 4.487 8.189 12.288
Cl 8.471 20.763 12.724
C 8.419 19.191 13.384
C 9.606 18.617 13.896
C 9.725 17.215 13.794
C 8.652 16.427 13.364
C 7.419 17.038 13.092
C 7.281 18.407 13.215
C 8.694 14.940 13.099
O 7.690 14.325 12.659
O 9.823 14.406 13.431
H 10.447 19.306 14.145
H 10.658 16.727 14.049
H 6.590 16.431 12.711
H 6.368 18.885 12.905
C 8.851 11.182 8.394
C 10.216 11.555 8.980
C 11.193 11.760 7.816
C 10.755 10.359 9.818
P 10.102 13.075 10.074
N 9.655 12.311 11.446
C 11.837 13.862 10.242
C 12.827 12.773 10.653
C 12.422 14.623 8.992
C 11.834 14.961 11.344
C 8.961 14.477 9.148
C 7.427 14.295 9.446
C 9.190 14.327 7.615
C 9.248 15.984 9.486
H 8.828 10.113 8.140
H 8.601 11.698 7.465
H 8.083 11.309 9.130
H 11.169 10.798 7.288
H 12.240 11.855 8.165
H 10.877 12.535 7.161
H 10.743 9.490 9.185
H 10.159 10.121 10.716
H 11.800 10.518 10.145
H 13.291 12.280 9.804
H 12.421 12.096 11.385
H 13.657 13.244 11.197
H 12.670 14.025 8.131
H 13.399 14.948 9.335
H 11.865 15.522 8.774
H 11.313 14.633 12.180
H 11.394 15.905 10.936
H 12.867 15.188 11.625
H 7.020 13.350 9.166
H 6.922 15.075 8.858
H 7.204 14.495 10.459
H 8.577 13.553 7.164
H 10.229 14.130 7.376
H 8.929 15.270 7.125
H 9.142 16.167 10.549
H 8.508 16.601 8.955
H 10.224 16.387 9.167
C 12.778 7.986 14.859
C 11.591 8.093 13.891
N 11.077 9.461 13.827
C 11.659 10.579 14.347
N 10.970 11.714 14.454
C 11.653 12.898 15.002
C 12.597 12.559 16.182
C 13.547 11.517 15.619
N 12.923 10.485 14.794
C 13.621 9.206 14.739
H 13.416 7.146 14.588
H 12.430 7.796 15.910
H 10.806 7.471 14.320
H 11.806 7.786 12.864
H 10.082 9.569 13.674
H 10.867 13.606 15.328
H 12.207 13.475 14.235
H 12.032 12.137 17.051
H 13.236 13.426 16.471
H 14.155 11.014 16.425
H 14.347 11.973 14.960
H 14.434 9.199 15.515
H 14.157 9.161 13.779
*
```